(i)
Molecular formula: C3H3NO2S
Method: DFT, ωB97M-V with the def2-TZVPD basis set

Geometry as XYZ:
```
10
Properties=species:S:1:pos:R:3:mulliken_charge:R:1
C -1.75 0.19 0.01 -0.830
C -0.25 0.12 -0.06 0.515
N 0.54 1.42 0.01 -0.361
S 2.12 1.05 -0.04 0.033
C 1.97 -0.72 -0.08 0.544
O 2.77 -1.58 0.03 -0.470
O 0.60 -0.93 -0.11 -0.293
H -2.05 -0.62 0.76 0.272
H -2.07 0.01 -1.05 0.271
H -1.87 1.08 0.52 0.319
```

As for the charge: 0. Its structure (SMILES) is Cc1nsc(=O)o1. Its multiplicity is 1. As for the gap between HOMO and LUMO: 9.2 eV. The LUMO energy is 0.442 eV. As for the HOMO energy: -8.76 eV. The calculation puts the molecular weight at 117.13 g mol⁻¹.



(ii)
Molecular formula: C3H3NO2S
Method: DFT, ωB97M-V with the def2-TZVPD basis set

Geometry as XYZ:
```
10
Properties=species:S:1:pos:R:3:mulliken_charge:R:1
O -2.02 -1.71 -0.24 -0.380
C -1.21 -1.02 0.29 -0.105
C -1.05 0.48 -0.16 0.504
O -1.94 1.06 -0.74 -0.448
C 0.26 1.20 0.12 -0.014
N 1.48 0.78 0.05 -0.371
S 1.76 -0.85 -0.46 -0.125
H -0.53 -1.46 1.06 0.393
H 0.14 2.25 0.42 0.359
H 3.10 -0.74 -0.34 0.186
```

As for the charge: 0. Its structure (SMILES) is O=CC(=O)/C=N\S. Its multiplicity is 1. As for the gap between HOMO and LUMO: 8.6 eV. The LUMO energy is -1.198 eV. As for the HOMO energy: -9.84 eV. The calculation puts the molecular weight at 117.13 g mol⁻¹.



(iii)
Molecular formula: C3H3NO2S
Method: DFT, ωB97M-V with the def2-TZVPD basis set

Geometry as XYZ:
```
10
Properties=species:S:1:pos:R:3:mulliken_charge:R:1
C 1.31 0.13 -0.04 -0.115
C 1.02 1.39 0.28 -0.791
C 0.35 -0.88 -0.05 0.144
N -0.90 -0.99 0.21 0.362
O -1.68 -1.92 0.21 -0.614
O -2.31 1.19 -0.77 -0.348
S -1.89 0.68 0.52 0.361
H 2.25 -0.16 -0.35 0.357
H 0.97 2.42 0.36 0.412
H 0.89 -1.86 -0.36 0.233
```

As for the charge: 0. Its multiplicity is 1. As for the gap between HOMO and LUMO (spin up / spin down): 7.5 / 8.5 eV. The LUMO energy (spin up / spin down) is -1.325 / -0.360 eV. As for the HOMO energy (spin up / spin down): -8.85 / -8.84 eV. The calculation puts the molecular weight at 117.13 g mol⁻¹.



Of them, the most stable is (i) and the least stable is (iii).



(i)
Molecular formula: C30H60O30
Method: DFT, ωB97M-V with the def2-TZVPD basis set

Geometry as XYZ:
```
120
Properties=species:S:1:pos:R:3:mulliken_charge:R:1
C 4.17 -2.81 -2.21 -0.670
O 5.17 -2.04 -1.52 -0.236
C 6.23 -1.64 -2.24 0.715
O 6.44 -1.84 -3.42 -0.543
O 7.21 -1.16 -1.42 -0.338
C 6.99 -0.57 -0.12 -0.541
H 3.31 -2.96 -1.55 0.235
H 4.67 -3.72 -2.56 0.294
H 3.67 -2.29 -3.03 0.313
H 7.96 -0.31 0.30 0.230
H 6.37 -1.20 0.51 0.267
H 6.32 0.27 -0.29 0.276
C -5.35 6.06 3.40 -0.664
O -6.08 5.20 2.52 -0.304
C -6.90 4.16 2.97 0.733
O -7.26 4.00 4.09 -0.519
O -7.15 3.42 1.94 -0.282
C -7.60 2.13 2.16 -0.646
H -5.85 6.98 3.74 0.289
H -4.44 6.32 2.86 0.249
H -4.95 5.64 4.31 0.315
H -7.35 1.51 1.30 0.220
H -8.66 2.25 2.34 0.287
H -7.16 1.63 3.03 0.324
C 6.03 -5.69 3.05 -0.646
O 5.56 -6.12 1.76 -0.261
C 4.53 -7.05 1.64 0.722
O 3.85 -7.58 2.52 -0.573
O 4.35 -7.23 0.36 -0.301
C 3.43 -8.13 -0.33 -0.659
H 5.36 -4.97 3.51 0.275
H 6.96 -5.13 3.13 0.268
H 6.22 -6.58 3.65 0.299
H 3.57 -9.19 -0.11 0.298
H 3.27 -8.02 -1.40 0.277
H 2.45 -7.98 0.12 0.301
C -2.15 0.69 -0.23 -0.705
O -1.33 0.11 0.78 -0.261
C 0.00 0.24 0.76 0.797
O 0.67 0.72 -0.18 -0.617
O 0.41 -0.29 1.93 -0.250
C 1.78 -0.25 2.20 -0.640
H -2.39 1.66 0.22 0.291
H -3.05 0.16 -0.54 0.240
H -1.54 0.91 -1.10 0.330
H 2.18 0.71 2.55 0.284
H 2.38 -0.62 1.37 0.291
H 1.80 -1.01 2.98 0.238
C -5.60 -6.81 6.09 -0.660
O -4.67 -6.25 5.18 -0.319
C -4.82 -4.96 4.69 0.728
O -5.78 -4.25 4.97 -0.549
O -3.79 -4.59 3.85 -0.263
C -2.65 -5.47 3.58 -0.568
H -5.61 -7.90 6.02 0.246
H -6.62 -6.48 5.92 0.312
H -5.33 -6.57 7.12 0.279
H -1.93 -4.88 3.01 0.229
H -2.98 -6.28 2.93 0.284
H -2.18 -5.90 4.47 0.283
C -4.45 2.43 -7.45 -0.655
O -5.28 1.27 -7.60 -0.345
C -5.88 0.76 -6.55 0.843
O -5.69 1.23 -5.48 -0.569
O -6.62 -0.26 -6.90 -0.310
C -7.33 -1.03 -5.93 -0.633
H -3.79 2.45 -8.31 0.231
H -3.84 2.49 -6.55 0.306
H -5.13 3.29 -7.49 0.301
H -8.08 -0.47 -5.37 0.307
H -6.74 -1.45 -5.11 0.285
H -7.85 -1.76 -6.55 0.238
C -2.01 1.58 5.74 -0.593
O -1.29 2.79 5.62 -0.225
C -0.16 2.94 6.44 0.687
O 0.24 2.19 7.34 -0.552
O 0.55 3.99 5.87 -0.247
C 1.72 4.39 6.58 -0.666
H -2.25 1.28 6.76 0.296
H -1.47 0.78 5.25 0.245
H -2.97 1.67 5.23 0.226
H 1.32 5.19 7.21 0.276
H 2.51 4.72 5.91 0.236
H 2.19 3.58 7.13 0.318
C -1.23 -1.99 -5.54 -0.639
O -2.18 -2.94 -5.06 -0.229
C -1.79 -4.12 -4.65 0.764
O -0.70 -4.71 -4.76 -0.583
O -2.85 -4.75 -4.10 -0.302
C -2.80 -6.11 -3.80 -0.643
H -1.72 -1.11 -5.96 0.213
H -0.66 -2.26 -6.43 0.309
H -0.60 -1.63 -4.73 0.299
H -2.19 -6.18 -2.91 0.278
H -2.61 -6.73 -4.68 0.287
H -3.73 -6.55 -3.44 0.247
C 0.06 8.19 1.49 -0.626
O -0.52 7.42 0.41 -0.317
C 0.16 6.51 -0.20 0.824
O 1.30 6.15 -0.04 -0.589
O -0.65 6.01 -1.08 -0.303
C -0.15 5.31 -2.20 -0.703
H 0.29 7.58 2.37 0.279
H -0.76 8.83 1.80 0.245
H 0.98 8.74 1.28 0.302
H -0.97 4.88 -2.78 0.255
H 0.59 4.54 -2.00 0.315
H 0.36 5.91 -2.96 0.316
C 6.15 3.34 -3.13 -0.618
O 7.50 3.35 -3.74 -0.311
C 8.56 3.99 -3.23 0.796
O 8.53 4.57 -2.15 -0.574
O 9.67 3.88 -4.01 -0.312
C 10.95 4.41 -3.63 -0.597
H 5.47 4.07 -3.57 0.277
H 6.19 3.37 -2.04 0.305
H 5.57 2.42 -3.27 0.240
H 11.00 5.48 -3.47 0.277
H 11.69 4.21 -4.41 0.230
H 11.24 3.82 -2.76 0.285
```

As for the charge: 0. Its structure (SMILES) is COC(=O)OC.COC(=O)OC.COC(=O)OC.COC(=O)OC.COC(=O)OC.COC(=O)OC.COC(=O)OC.COC(=O)OC.COC(=O)OC.COC(=O)OC. Its multiplicity is 1. As for the gap between HOMO and LUMO: 10.4 eV. The LUMO energy is 0.012 eV. As for the HOMO energy: -10.36 eV. The calculation puts the molecular weight at 900.78 g mol⁻¹.



(ii)
Molecular formula: C30H60O30
Method: DFT, ωB97M-V with the def2-TZVPD basis set

Geometry as XYZ:
```
120
Properties=species:S:1:pos:R:3:mulliken_charge:R:1
C -12.24 2.70 6.62 -1.494
O -12.69 2.34 5.29 -0.203
C -13.20 3.30 4.48 1.412
O -13.32 4.48 4.89 -0.765
O -13.50 2.85 3.30 -0.579
C -13.77 3.76 2.24 0.699
H -11.48 3.48 6.55 0.569
H -11.64 1.94 7.10 0.337
H -13.09 3.05 7.22 0.372
H -13.16 3.41 1.41 -0.612
H -13.49 4.79 2.48 -0.057
H -14.82 3.71 1.97 0.378
C -8.65 3.31 1.13 -1.093
O -9.71 4.25 1.16 -0.001
C -9.78 5.05 2.27 0.636
O -9.10 5.03 3.28 -0.593
O -10.81 5.79 2.09 -0.095
C -11.30 6.59 3.16 -0.629
H -8.31 3.33 0.10 0.352
H -9.04 2.31 1.30 0.348
H -7.78 3.53 1.75 0.369
H -11.35 6.05 4.10 0.190
H -12.34 6.86 2.99 0.137
H -10.76 7.47 3.52 0.384
C -11.37 6.43 -0.67 -0.490
O -12.17 7.14 0.25 -0.307
C -13.50 6.97 0.26 0.948
O -14.11 6.25 -0.54 -0.611
O -13.98 7.77 1.25 -0.332
C -15.35 7.65 1.57 -0.643
H -10.34 6.72 -0.48 0.298
H -11.60 6.67 -1.71 0.297
H -11.53 5.36 -0.57 0.057
H -15.53 6.69 2.06 0.232
H -16.10 7.89 0.82 0.329
H -15.55 8.42 2.31 0.262
C -13.32 -0.67 6.38 -0.734
O -13.60 0.01 7.65 -0.220
C -14.94 0.07 8.05 0.609
O -15.96 -0.24 7.40 -0.616
O -14.94 0.58 9.28 0.014
C -15.92 0.23 10.22 -0.710
H -13.50 -1.75 6.36 0.443
H -12.31 -0.51 6.01 0.110
H -13.95 -0.22 5.62 0.298
H -15.67 -0.68 10.76 0.294
H -16.97 0.13 9.94 0.315
H -15.80 1.04 10.94 0.137
C -11.12 1.83 -1.25 -0.066
O -10.79 2.78 -2.28 -0.357
C -11.79 3.23 -3.03 0.834
O -12.96 2.85 -3.09 -0.563
O -11.34 4.33 -3.68 -0.349
C -12.23 5.24 -4.37 -0.733
H -11.36 0.83 -1.61 0.418
H -11.98 2.23 -0.70 -0.300
H -10.25 1.73 -0.60 0.105
H -12.50 4.76 -5.31 0.341
H -11.91 6.27 -4.51 0.292
H -13.16 5.33 -3.80 0.297
C -9.45 2.22 9.69 -0.477
O -10.85 2.28 9.84 -0.148
C -11.43 2.85 10.91 0.701
O -10.92 3.31 11.90 -0.613
O -12.74 2.70 10.78 -0.097
C -13.69 3.41 11.61 -0.617
H -9.14 1.98 8.68 0.108
H -8.97 1.44 10.28 0.332
H -8.99 3.19 9.91 0.150
H -13.61 4.48 11.47 0.256
H -13.52 3.14 12.66 0.347
H -14.74 3.13 11.45 0.093
C -9.55 6.13 10.71 -0.807
O -10.32 5.76 9.53 -0.241
C -11.62 6.11 9.45 0.697
O -12.30 6.57 10.33 -0.617
O -12.02 5.75 8.24 -0.101
C -13.39 5.94 7.90 -0.215
H -10.07 5.80 11.61 0.323
H -9.44 7.21 10.79 0.365
H -8.56 5.67 10.72 0.250
H -14.06 5.43 8.59 0.178
H -13.34 5.45 6.93 -0.176
H -13.70 6.98 7.89 0.402
C -19.03 1.57 0.11 -0.692
O -17.73 1.96 0.48 -0.278
C -16.73 1.56 -0.35 0.621
O -16.87 0.92 -1.34 -0.548
O -15.65 2.16 0.14 -0.139
C -14.40 2.10 -0.51 -0.588
H -19.10 0.49 -0.01 0.291
H -19.31 2.14 -0.78 0.296
H -19.70 1.90 0.90 0.221
H -14.60 1.53 -1.42 0.482
H -13.64 1.52 0.00 0.247
H -14.02 3.11 -0.68 0.118
C -4.65 1.94 5.14 -0.700
O -5.92 1.35 4.98 -0.330
C -7.06 2.09 4.99 0.713
O -7.17 3.32 4.95 -0.543
O -8.08 1.28 4.80 -0.379
C -9.41 1.80 4.82 -0.169
H -3.86 1.27 4.80 0.283
H -4.42 2.27 6.15 0.292
H -4.45 2.75 4.44 0.308
H -9.63 2.48 5.64 0.292
H -10.05 0.91 4.74 0.302
H -9.61 2.31 3.88 -0.112
C -19.04 3.31 9.42 -0.631
O -18.71 2.79 8.22 -0.380
C -17.48 2.81 7.76 0.784
O -16.43 3.12 8.39 -0.449
O -17.54 2.52 6.46 -0.342
C -16.41 2.75 5.64 -0.191
H -20.11 3.18 9.59 0.226
H -18.77 4.36 9.37 0.304
H -18.61 2.70 10.21 0.244
H -16.06 3.78 5.78 0.255
H -16.63 2.58 4.59 0.240
H -15.73 1.97 5.97 -0.099
```

As for the charge: 0. Its structure (SMILES) is COC(=O)OC.COC(=O)OC.COC(=O)OC.COC(=O)OC.COC(=O)OC.COC(=O)OC.COC(=O)OC.COC(=O)OC.COC(=O)OC.COC(=O)OC. Its multiplicity is 1. As for the gap between HOMO and LUMO: 10.9 eV. The LUMO energy is 0.426 eV. As for the HOMO energy: -10.51 eV. The calculation puts the molecular weight at 900.78 g mol⁻¹.



Of them, the most stable is (ii) and the least stable is (i).



(i)
Molecular formula: C2H3BrN2S
Method: DFT, ωB97M-V with the def2-TZVPD basis set

Geometry as XYZ:
```
9
Properties=species:S:1:pos:R:3:mulliken_charge:R:1
C 1.13 0.32 1.33 -0.098
C -0.72 -0.16 -0.66 -0.465
N 2.14 -0.36 0.85 -0.070
N 2.26 -1.05 -0.18 -0.222
S -0.51 0.53 0.76 0.103
Br 3.84 -1.93 -0.50 -0.110
H 1.21 1.14 2.17 0.232
H 0.06 -0.45 -1.27 0.361
H -1.74 -0.24 -1.02 0.268
```

As for the charge: 0. Its multiplicity is 1. As for the gap between HOMO and LUMO (spin up / spin down): 7.1 / 7.0 eV. The LUMO energy (spin up / spin down) is -1.157 / -1.259 eV. As for the HOMO energy (spin up / spin down): -8.27 / -8.22 eV. The calculation puts the molecular weight at 167.03 g mol⁻¹.



(ii)
Molecular formula: C2H3BrN2S
Method: DFT, ωB97M-V with the def2-TZVPD basis set

Geometry as XYZ:
```
9
Properties=species:S:1:pos:R:3:mulliken_charge:R:1
S -1.97 -1.87 1.09 -0.130
N -2.00 -1.39 -0.47 0.095
N -2.29 -0.38 -1.18 -0.284
Br -3.16 1.04 -0.17 0.014
H -1.28 -1.86 -0.97 0.293
C 0.74 0.83 0.20 -0.566
C 0.70 0.49 1.34 -0.339
H 0.78 1.14 -0.72 0.484
H 0.58 0.09 2.25 0.432
```

As for the charge: 0. Its structure (SMILES) is [S-]/[NH+]=N\Br.C#C. Its multiplicity is 1. As for the gap between HOMO and LUMO: 8.4 eV. The LUMO energy is -0.941 eV. As for the HOMO energy: -9.31 eV. The calculation puts the molecular weight at 167.03 g mol⁻¹.



Of them, the most stable is (i) and the least stable is (ii).



(i)
Molecular formula: C3H13O3S
Method: DFT, ωB97M-V with the def2-TZVPD basis set

Geometry as XYZ:
```
20
Properties=species:S:1:pos:R:3:mulliken_charge:R:1
C -3.21 -0.61 -2.75 -1.052
C -2.17 0.04 -1.82 -0.379
C -2.16 -0.58 -0.29 -0.537
S -0.88 -1.82 0.00 -0.656
H -3.10 -0.28 -3.80 0.310
H -3.07 -1.79 -2.66 0.215
H -4.24 -0.52 -2.54 0.349
H -2.40 1.13 -1.77 0.288
H -1.05 0.00 -2.10 0.247
H -1.72 0.30 0.33 0.095
H -3.26 -0.69 -0.11 0.306
H 5.23 -0.31 1.51 0.325
H 5.75 1.06 1.92 0.321
O 5.91 0.06 2.01 -0.652
H 0.67 -0.33 0.60 0.137
H 0.55 0.09 1.96 0.342
O 1.17 0.24 1.25 -0.724
H 1.99 1.06 2.36 0.494
H 3.45 1.36 2.89 0.259
O 2.53 1.61 3.03 -0.687
```

As for the charge: -1. Its multiplicity is 1. As for the gap between HOMO and LUMO: 6.2 eV. The LUMO energy is 3.092 eV. As for the HOMO energy: -3.15 eV. The calculation puts the molecular weight at 129.20 g mol⁻¹.



(ii)
Molecular formula: C3H13O3S
Method: DFT, ωB97M-V with the def2-TZVPD basis set

Geometry as XYZ:
```
20
Properties=species:S:1:pos:R:3:mulliken_charge:R:1
C 2.37 1.71 -1.16 -1.010
C 0.91 1.67 -1.74 -0.392
C 0.05 0.54 -0.78 -0.695
S -0.79 1.12 0.78 -0.694
H 2.82 1.04 -1.82 0.349
H 2.52 1.58 -0.06 0.239
H 2.78 2.68 -1.25 0.325
H 0.39 2.66 -1.82 0.286
H 0.84 1.01 -2.65 0.207
H 0.82 -0.27 -0.82 0.311
H -0.73 -0.05 -1.48 0.180
H 0.66 -3.29 3.82 0.336
H 0.10 -4.17 2.85 0.312
O 0.71 -4.20 3.58 -0.656
H 0.43 -0.44 3.79 0.272
H -0.26 -0.45 2.37 0.233
O 0.42 -0.88 2.95 -0.593
H -2.69 -1.01 -4.56 0.313
H -3.18 0.20 -3.90 0.325
O -2.59 -0.03 -4.64 -0.647
```

As for the charge: -1. Its multiplicity is 1. As for the gap between HOMO and LUMO: 6.0 eV. The LUMO energy is 3.175 eV. As for the HOMO energy: -2.85 eV. The calculation puts the molecular weight at 129.20 g mol⁻¹.



(iii)
Molecular formula: C3H13O3S
Method: DFT, ωB97M-V with the def2-TZVPD basis set

Geometry as XYZ:
```
20
Properties=species:S:1:pos:R:3:mulliken_charge:R:1
C 0.43 1.96 0.18 -0.995
C 0.66 0.73 -0.69 -0.588
C 0.40 -0.56 0.15 -0.609
S 1.87 -1.05 1.09 -0.637
H 0.73 2.87 -0.31 0.351
H 0.92 1.82 1.14 0.277
H -0.64 2.07 0.40 0.251
H 0.05 0.81 -1.60 0.301
H 1.69 0.63 -1.05 0.349
H 0.07 -1.36 -0.53 0.173
H -0.44 -0.35 0.80 0.319
H -0.02 -1.57 -3.35 0.351
H -1.04 -0.77 -2.60 0.335
O -0.97 -1.41 -3.32 -0.693
H 0.58 -1.66 3.74 0.304
H 1.71 -0.66 3.84 0.303
O 0.94 -0.99 4.34 -0.637
H -2.60 -0.89 -0.76 0.367
H -1.70 0.29 -0.73 0.178
O -2.64 0.08 -0.74 -0.701
```

As for the charge: -1. Its multiplicity is 1. As for the gap between HOMO and LUMO: 6.6 eV. The LUMO energy is 3.505 eV. As for the HOMO energy: -3.07 eV. The calculation puts the molecular weight at 129.20 g mol⁻¹.



Of them, the most stable is (iii) and the least stable is (ii).